Formula: C6H14O3
Source: OMol25
Level of theory: ωB97M-V/def2-TZVPD

Each line ends with the Löwdin charge.
Atoms and positions in Å:
C 1.350695 -0.148885 0.046919  -0.47
C -0.413946 -1.382800 -0.822836  -0.18
C -1.157623 1.121802 -0.163727  -0.34
C 2.448364 -0.234879 1.064278  -0.02
C -1.453275 -2.395820 -0.523568  -0.05
C -1.255477 1.975741 1.098698  -0.09
O 0.625692 -1.321092 -0.024000  0.00
O 1.738820 0.361619 -1.198106  0.00
O -1.027825 1.927571 -1.324464  -0.07
H 2.602024 0.006563 -1.455944  0.11
H -0.115190 1.896887 -1.633528  0.07
H 0.001058 0.618640 0.079846  0.10
H -0.406006 -0.816077 -1.744377  0.12
H -2.089334 0.564501 -0.273983  0.10
H 2.082416 -0.714282 1.970429  0.08
H 3.311320 -0.809270 0.697002  0.08
H 2.794858 0.768653 1.310877  0.08
H -1.417230 -2.683032 0.527355  0.09
H -2.444961 -1.988655 -0.740000  0.08
H -1.333852 -3.299335 -1.132250  0.08
H -2.080290 2.688962 1.017790  0.07
H -1.434176 1.335163 1.965183  0.07
H -0.326059 2.528024 1.258405  0.07

Forces on atoms 1 to 3 (eV/Å):
0.539 0.233 -0.100
0.149 -0.068 0.091
1.021 0.166 0.587

Values from the calculation:
LUMO (alpha / beta), eV: 0.33 / 0.73
Net charge: 0
Relative energy (zero: lowest compared OMol25 entry of this formula, charge and spin), kcal/mol: 113.5
Largest force on an atom, eV Å⁻¹: 1.280